Record 1
Formula: C4H27N2O9
Source: the OMol25 dataset
Level of theory: the ωB97M-V functional and the def2-TZVPD basis

Its charge is +2. Its multiplicity is 2. As for the HOMO energy (alpha / beta): -16.98 / -16.98 eV. Its energy above the lowest of the compared OMol25 structures with the same formula, charge and spin is 0.000 eV. The total energy comes out at -25975.4337 eV. The value obtained for the HOMO-LUMO gap (alpha / beta) is 10.3 / 3.8 eV. The value obtained for the lowest unoccupied orbital energy (alpha / beta) is -6.7 / -13.2 eV.

```
42
Properties=species:S:1:pos:R:3:forces:R:3
O -3.7344 2.8660 1.0169 -0.3 -0.5 0.3
O -2.4579 2.2667 -1.1984 -0.3 0.3 -0.2
O -2.0305 0.1128 2.0883 0.9 -1.4 -0.1
O -2.5292 -1.8500 -0.3292 0.4 -0.3 1.3
O 1.2162 1.1746 -2.4556 0.1 0.8 0.5
O 1.0398 -0.7139 -0.3040 -0.6 -0.9 0.4
O -1.8055 -1.8150 -2.9459 -0.4 -0.5 -0.5
O 3.1260 -2.5784 1.0635 -2.2 -1.3 0.7
O 1.9032 -3.4345 -1.2725 0.1 0.2 0.6
N 0.5898 -1.6700 1.7137 0.5 -1.5 -0.6
N 0.1152 2.3366 -0.3035 2.2 -1.1 -0.5
C 1.1404 -0.7065 0.9065 0.4 2.2 -0.6
C 1.9029 0.3447 1.6187 2.4 0.0 1.2
C 2.3139 1.5495 0.8026 0.5 1.2 -1.3
C 1.1678 2.5715 0.7635 -0.9 1.5 0.9
H 2.8472 -0.1788 1.9081 -0.4 0.0 -0.4
H -1.8536 -0.8632 -3.0477 0.3 0.1 0.1
H 1.3991 3.6377 0.5765 0.8 -0.8 0.4
H 1.5791 -3.9642 -2.0201 0.1 0.2 0.4
H -2.9430 2.6978 -0.4494 0.3 -0.4 -0.1
H -2.6726 -0.6049 1.9581 -0.7 0.5 -0.2
H -1.0494 -2.0676 -2.4178 0.3 0.4 0.0
H -2.7862 -2.3853 -1.0865 -0.1 0.4 -0.3
H 0.6383 1.8030 -1.0936 -1.3 0.9 0.1
H 2.7098 -2.8997 0.2151 0.7 0.1 -0.7
H -1.2779 -0.4963 2.2484 -0.3 1.0 0.2
H -3.0114 2.4843 -1.9624 0.3 -0.1 0.0
H 0.7933 0.9418 -3.2873 0.3 -0.4 0.0
H 2.6630 1.4156 -0.2362 -0.7 -0.9 0.1
H 1.6211 0.6872 2.6450 -0.7 -0.5 -0.9
H 2.7649 -3.3245 1.6265 1.2 0.7 -0.1
H 0.5950 2.5600 1.7126 0.5 0.1 -0.3
H -3.3219 2.4523 1.7918 -0.1 0.2 -0.1
H -2.3206 -0.9622 -0.6246 -0.3 0.0 -0.4
H -0.2075 3.2340 -0.6779 -0.4 -0.6 0.1
H -0.6507 1.7454 0.0068 -0.4 0.3 -0.2
H 0.8862 -1.7260 2.6681 0.0 0.0 0.8
H 3.3250 1.9192 1.1030 -1.2 0.4 0.9
H 1.2472 -2.7787 -1.0107 -0.4 -0.1 -0.8
H 0.0671 -2.4437 1.3155 -0.4 -0.1 -0.1
H -4.4750 2.2681 0.8105 0.1 0.4 0.2
H 1.7303 0.4779 -2.0432 0.0 -0.6 -0.8
```
Forces are in eV/Å.

These are the natural (NBO) partial charges, in e, on atoms 1 to 5: -0.9401, -1.0334, -0.9238, -0.9876, -0.9540

=====

Record 2
Formula: C2H4N4O2
Source: the OMol25 dataset
Level of theory: the ωB97M-V functional and the def2-TZVPD basis

As for the SMILES: Nn1[nH]nc(O)c1=O. As for the HOMO energy: -9.38 eV. Its energy above the lowest of the compared OMol25 structures with the same formula, charge and spin is 3.741 eV. The total energy comes out at -12189.7463 eV. The value obtained for the HOMO-LUMO gap is 9.7 eV. The value obtained for the lowest unoccupied orbital energy is 0.3 eV.

```
12
Properties=species:S:1:pos:R:3:forces:R:3
O 0.3463 -1.6945 -0.8305 0.5 1.0 0.3
O 2.3094 0.6229 -1.1762 3.0 -3.2 -0.9
N -0.8136 1.3425 0.3697 3.1 -1.8 -2.0
N -0.5561 -0.1010 0.4546 -4.4 3.6 4.6
N 0.3632 1.6880 -0.3584 2.1 1.1 -0.4
N -1.6497 -0.7341 1.1187 1.1 -4.9 -3.8
C 1.0971 0.6486 -0.7043 -3.3 1.3 1.4
C 0.2851 -0.5185 -0.4218 1.6 -3.6 -1.5
H -1.1702 -1.8023 1.3140 -1.8 3.6 -0.5
H -0.7539 1.9235 1.2334 0.1 -1.3 -0.3
H 2.7684 -0.4103 -1.1686 -2.6 4.2 0.0
H -2.2259 -0.9649 0.1696 0.7 0.2 3.1
```
Forces are in eV/Å.

These are the natural (NBO) partial charges, in e, on atoms 1 to 5: -0.6562, -0.6356, -0.2541, -0.1164, -0.3083

=====

Record 3
Formula: C3H10N2O
Source: the OMol25 dataset
Level of theory: the ωB97M-V functional and the def2-TZVPD basis

As for the HOMO energy: -8.21 eV. Its energy above the lowest of the compared OMol25 structures with the same formula, charge and spin is 5.464 eV. The total energy comes out at -8296.0403 eV. The value obtained for the HOMO-LUMO gap is 9.0 eV. The value obtained for the lowest unoccupied orbital energy is 0.8 eV.

```
16
Properties=species:S:1:pos:R:3:forces:R:3
O 0.3091 -1.0142 2.3200 0.8 -1.3 1.0
N 0.1918 1.9236 -0.1894 0.9 -1.2 -0.2
N 0.8152 -0.0938 1.5663 -5.1 -1.9 -1.5
C -0.5548 0.7152 -0.6004 -1.5 0.2 -1.4
C 0.2115 -0.5351 -0.3285 3.3 1.2 -0.7
C -0.4036 -1.8190 -0.0950 4.4 -0.6 3.6
H 0.2463 0.6839 1.7305 0.1 2.4 -0.4
H -1.2620 -2.0394 -0.5366 -3.8 -0.7 -2.1
H 1.1617 1.6543 -0.3893 -0.1 0.5 0.2
H -0.9954 0.8202 -1.6797 1.0 -0.5 1.6
H 0.3657 -2.6646 -0.2695 -1.4 1.3 0.4
H 0.0407 2.7139 -0.7874 -0.5 0.3 -0.3
H -0.6622 -1.7894 1.1282 1.1 -0.1 -1.9
H -1.4091 0.5346 0.0305 -0.9 0.7 0.3
H 1.7348 0.0064 1.3569 3.6 0.1 0.0
H 1.2427 -0.5072 -0.9053 -1.8 -0.3 1.3
```
Forces are in eV/Å.

These are the natural (NBO) partial charges, in e, on atoms 1 to 5: -0.5898, -0.8370, -0.2307, -0.2784, -0.0867

=====

Record 4
Formula: C8H10O6PTi
Source: the OMol25 dataset
Level of theory: the ωB97M-V functional and the def2-TZVPD basis

Its charge is +2. Its multiplicity is 2. As for the HOMO energy (alpha / beta): -17.50 / -18.39 eV. Its energy above the lowest of the compared OMol25 structures with the same formula, charge and spin is 0.000 eV. The total energy comes out at -53129.9009 eV. The value obtained for the HOMO-LUMO gap (alpha / beta) is 8.2 / 8.8 eV. The value obtained for the lowest unoccupied orbital energy (alpha / beta) is -9.3 / -9.6 eV.

```
26
Properties=species:S:1:pos:R:3:forces:R:3
Ti -0.8016 1.2463 -1.0205 3.2 -4.1 0.5
P 0.3006 -0.9124 1.5202 -0.5 0.4 1.2
O -2.3453 3.6840 0.3323 3.0 -5.0 -2.4
O 2.3038 2.8041 -1.4883 -3.3 -1.7 -0.2
O 0.3304 1.2820 -5.4310 -0.2 -0.2 1.4
O 1.2919 -1.0174 -2.6053 -2.8 2.9 1.9
O -0.1725 -0.0066 0.3620 -0.6 1.2 -1.6
O -2.8663 -0.9316 -2.6813 3.9 4.3 2.1
C -2.1584 -0.1175 -2.2334 -4.6 -4.1 -1.9
C 1.4408 -2.1713 0.9711 -0.1 0.1 0.0
C -1.2628 -1.5698 2.1284 0.1 -0.3 0.3
C -1.7853 2.7583 -0.1259 -4.3 6.8 3.1
C 1.0618 0.2928 2.6273 0.2 -0.2 0.3
C 0.5625 -0.2398 -2.1579 3.1 -3.5 -2.0
C 0.1927 1.0983 -4.3254 0.1 0.5 -2.1
C 1.2686 2.3169 -1.4809 3.0 2.1 0.7
H 0.3020 1.0308 2.9513 0.3 -0.5 -0.1
H -1.9022 -0.7390 2.4828 0.4 -0.3 -0.1
H -1.7839 -2.0632 1.2880 0.3 0.1 0.3
H 1.5133 -0.1865 3.5117 -0.1 0.3 -0.3
H -1.2280 2.1754 -2.2107 -0.7 1.4 -1.3
H -1.1206 -2.2969 2.9438 -0.1 0.2 -0.3
H 1.8435 0.8347 2.0621 -0.3 -0.4 0.3
H 1.7369 -2.7773 1.8440 0.0 0.1 -0.4
H 0.9564 -2.8002 0.2130 0.1 0.0 0.3
H 2.3218 -1.6939 0.5229 -0.1 -0.1 0.2
```
Forces are in eV/Å.

These are the natural (NBO) partial charges, in e, on atoms 1 to 5: 0.8611, 1.9151, -0.2785, -0.3220, -0.3836

=====

Record 5
Formula: C23H32N4O
Source: the OMol25 dataset
Level of theory: the ωB97M-V functional and the def2-TZVPD basis

As for the SMILES: C/C=C(\C)CN1CCC(n2nccc2NC(=O)CCCc2ccccc2)CC1. As for the HOMO energy: -8.47 eV. Its energy above the lowest of the compared OMol25 structures with the same formula, charge and spin is 1.760 eV. The total energy comes out at -32378.5624 eV. The value obtained for the HOMO-LUMO gap is 9.2 eV. The value obtained for the lowest unoccupied orbital energy is 0.7 eV.

```
60
Properties=species:S:1:pos:R:3:forces:R:3
O -0.3779 -1.5116 0.9955 0.2 0.1 0.1
N -1.9082 -2.0852 -0.5788 -0.3 0.1 -0.3
N -0.3073 -0.0555 -3.0191 0.5 0.6 -0.4
N 0.0092 3.4625 -0.1027 -0.1 0.1 0.2
N -0.8065 -0.2832 -1.8062 -0.3 -0.7 0.0
C 0.1547 4.6656 0.7000 0.0 0.0 0.1
C -1.3710 3.1874 -0.4409 -0.1 -0.1 -0.3
C -1.1185 -2.1384 -2.9466 -0.1 0.1 0.3
C -1.2949 -1.5399 -1.7122 0.2 -0.2 -0.4
C -0.9683 -5.3983 -0.4205 0.0 0.0 0.0
C 3.5796 5.7244 2.2324 -0.1 -0.1 -0.1
C 2.2679 5.2797 -0.5287 0.1 0.0 0.1
C 2.1799 5.2664 1.9794 0.1 0.0 0.1
C 0.6151 2.3107 0.5395 0.2 -0.2 -0.2
C -1.4451 2.0352 -1.4370 -0.1 0.0 0.2
C -0.3967 -5.2765 -1.6752 0.0 0.0 -0.1
C 0.6240 1.1174 -0.4067 -0.2 0.0 0.3
C -2.2365 -2.8603 1.6919 0.3 0.0 0.3
C -0.3286 -4.8936 0.7039 0.0 -0.2 0.0
C -1.3536 -3.6611 2.6516 -0.1 -0.1 -0.1
C 0.8174 -4.6300 -1.8239 0.0 -0.1 -0.1
C -0.4889 -1.1584 -3.7167 -0.2 0.0 0.2
C -0.8050 0.7850 -0.8341 0.2 0.6 0.1
C 0.8981 -4.2601 0.5447 0.0 -0.1 0.0
C -1.3850 -2.1050 0.6836 -0.4 -0.1 0.1
C -0.9543 -5.0201 2.0651 0.1 0.2 0.2
C 1.6003 5.0802 0.8002 -0.2 0.0 0.0
C 1.4617 -4.1199 -0.7097 0.1 0.0 0.0
H -0.1663 -1.2138 -4.7373 0.1 0.0 -0.2
H 3.5672 6.6307 2.8380 0.1 0.1 0.0
H -1.4003 -3.1301 -3.2318 0.0 -0.2 0.0
H -1.9197 -5.9033 -0.3128 -0.1 -0.1 0.0
H -2.4861 1.8400 -1.7032 0.0 0.0 0.0
H 1.6026 5.0860 2.8787 -0.2 -0.1 0.0
H -2.7883 -2.1035 2.2565 0.0 0.0 -0.1
H -1.3812 0.4519 0.0332 0.1 0.0 -0.1
H -2.9586 -3.5097 1.1953 -0.1 0.0 0.0
H -2.6254 -2.7629 -0.7937 0.1 0.1 0.2
H -1.8037 4.0851 -0.8912 0.0 0.0 0.1
H -0.4625 -3.0667 2.8599 0.0 0.0 0.1
H 1.7711 4.6572 -1.2682 0.0 0.0 -0.1
H -0.4001 5.4641 0.1943 -0.1 0.0 0.0
H 4.1129 5.9340 1.3109 0.1 0.0 0.0
H 2.4083 -3.6123 -0.8193 0.1 0.1 0.0
H 0.0742 2.0388 1.4655 0.0 0.1 0.0
H -1.8816 -3.8257 3.5927 0.0 0.1 0.0
H -1.9677 2.9363 0.4584 0.0 0.1 0.0
H 3.3211 5.0155 -0.4955 0.1 0.0 -0.1
H 1.2038 1.3551 -1.2987 0.0 0.0 0.0
H -0.2762 4.5396 1.7100 0.0 0.0 -0.1
H 1.2596 -4.5229 -2.8032 0.0 0.0 -0.1
H -0.9018 -5.6893 -2.5375 0.0 0.0 -0.1
H 1.6389 2.5744 0.8121 -0.1 -0.1 0.1
H 2.1845 6.3210 -0.8407 0.0 0.1 -0.1
H 4.1264 4.9644 2.7913 0.1 0.0 0.0
H 1.4100 -3.8650 1.4094 0.0 0.1 0.1
H -1.8401 -5.6571 1.9999 0.0 0.0 0.0
H -0.8965 2.2968 -2.3414 -0.1 0.0 0.0
H 1.0618 0.2529 0.0918 0.0 0.0 -0.1
H -0.2480 -5.4990 2.7479 -0.1 -0.1 0.0
```
Forces are in eV/Å.

These are the natural (NBO) partial charges, in e, on atoms 1 to 5: -0.6266, -0.6271, -0.2770, -0.4453, -0.1549

=====

Question: Which formula does entry 5 have?
Answer: C23H32N4O

=====

Question: The highest energy above the lowest of the compared OMol25 structures with the same formula, charge and spin belongs to which entry?
Answer: C3H10N2O